Molecular formula: C60H120O15
Method: DFT, the ωB97M-V functional and the def2-TZVPD basis

Summary:
* gap between HOMO and LUMO: 9.801 eV
* F_max: 4.100 eV Å⁻¹
* energy: -94865.45281 eV
* net charge: 0

Each line ends with the Mulliken charge.
Geometry (Å):
H -0.1230 -10.5660 -2.6953  0.312
C 3.9117 -3.3687 -10.3478  -0.505
C -1.5689 2.5215 7.7593  -0.403
H 1.5059 -9.3146 9.0618  0.286
O -3.8331 10.8044 1.2991  -0.388
O 7.3812 -7.3069 -0.0458  -0.390
H 1.9684 -0.3604 -1.1919  0.344
C 4.3316 9.7105 3.7248  -0.365
C 1.1266 -0.2473 -0.5088  -0.588
C 0.2686 -1.5042 -0.5320  -0.547
C -10.2681 -4.9563 -4.4647  -0.429
O 4.4927 8.7518 2.7170  -0.405
H -2.4760 10.2557 -0.1494  0.259
O 1.7673 11.0909 -5.3382  -0.379
H -2.9412 2.0963 -11.0545  0.293
H -8.3683 -4.9074 4.6825  0.305
H 0.7525 7.9858 -4.9368  0.323
C 9.4144 2.9464 -2.9612  -0.541
H -12.3531 -5.2479 -4.3057  0.280
C -6.8801 -3.8654 5.9112  -0.461
H 4.5221 -2.9187 -11.1308  0.323
O 7.6489 -1.3603 6.9470  -0.413
H -0.1750 -8.9010 8.6801  0.234
C 7.2836 3.8228 -3.1112  -0.367
H -2.9340 -10.4953 -2.7847  0.324
H -10.9697 -4.6677 -1.2769  0.277
O -1.1590 0.4337 -0.3517  -0.389
H -8.4164 -1.4439 6.6255  0.246
H 9.5446 -6.8259 -2.0074  0.271
C -9.1974 -3.4439 6.1638  -0.482
C 3.8789 -2.7579 -8.9924  -0.415
H 9.9166 0.7979 6.1925  0.319
H 0.4819 1.7899 -0.2722  0.260
C 4.0593 -3.9925 -8.0421  -0.446
H -9.5107 -5.5747 -4.9465  0.249
H 5.5355 -4.8014 -10.3318  0.267
H 0.8057 -6.8680 7.7259  0.399
H -1.9965 8.0882 1.0770  0.372
O -0.9203 1.9326 6.6507  -0.389
C -2.5821 -8.5567 -1.8104  -0.406
H -0.0183 1.0985 -1.8627  0.261
H -8.5523 -2.5344 8.1296  0.273
H 9.2722 2.1405 -4.8981  0.270
H 10.0166 2.2991 -2.3236  0.301
C -8.8725 3.1511 -0.0140  -0.448
H 2.8573 -2.3993 -8.8664  0.179
H -2.7692 -7.6544 -2.3927  0.248
H 2.7652 9.5063 -4.4860  0.296
H 8.6183 -7.8726 1.5139  0.305
C -8.2259 -4.5357 5.6972  -0.500
H -1.6540 0.9648 9.2124  0.267
H -1.0550 -0.9796 1.0926  0.277
H 4.6616 10.6783 3.3472  0.281
H -2.6546 2.4425 7.7039  0.253
C 8.9016 0.4037 6.2431  -0.508
H -0.0788 11.9449 -5.4023  0.270
H 5.8979 9.7292 5.1746  0.309
C 5.0080 9.1507 4.9264  -0.500
H 4.8084 6.8467 5.3250  0.411
H 6.2920 3.6847 -2.6802  0.258
C 4.3998 7.4510 3.2705  -0.387
H 1.7171 -10.0360 5.4120  0.308
H -10.4159 5.4195 -0.2335  0.278
O -9.5003 3.8441 -1.1303  -0.412
C -1.7936 1.9402 -7.8827  -0.422
C -10.0073 2.6444 0.8078  -0.336
H 0.5962 0.5314 6.3121  0.284
H 2.9086 -3.4746 -10.7610  0.222
C 1.1453 -7.8463 7.3857  -0.656
C -2.4262 1.6557 -10.2009  -0.442
C 8.8794 -0.6918 7.2979  -0.426
H -0.8498 2.4890 9.7735  0.323
H -8.2919 2.4445 -0.6071  0.200
H -2.2832 3.4687 -9.3818  0.225
C 5.1021 7.5936 4.5875  -0.521
H 8.8910 -0.1650 8.2521  0.299
O 0.6815 -10.1715 7.2296  -0.399
H 3.9620 -5.5599 -10.7917  0.307
H -2.0519 2.7803 -7.2381  0.181
H -0.9837 9.7655 -5.3178  0.243
O 7.4013 2.8023 -4.0007  -0.406
H 7.1223 -5.4794 -0.9866  0.286
C -1.6751 2.5738 -9.2498  -0.510
C 9.1319 -6.2078 -1.2101  -0.475
H -10.2270 1.6087 0.5484  0.219
H 1.1058 -7.5613 5.1538  0.339
C 8.5030 -0.3588 5.0142  -0.463
H 9.3861 -5.1523 -1.3066  0.271
H 7.9563 0.2296 4.2774  0.268
H -6.6184 -3.2388 5.0585  0.272
H -8.7259 -4.2118 -3.1159  0.281
H -0.6421 2.8543 -9.4556  0.352
H -1.6180 9.2352 3.0840  0.207
C 7.6000 -6.4516 -1.1084  -0.442
C -8.3653 -2.4424 7.0597  -0.386
H 3.2599 9.8591 3.8571  0.234
C -10.4130 -5.1410 -2.0857  -0.379
H 7.2412 -6.8777 -2.0453  0.277
H -3.4315 -8.6673 -1.1364  0.262
C -2.1273 -9.7719 -2.6660  -0.545
H -6.0907 -4.6043 6.0487  0.328
C 0.2937 1.1957 8.4525  -0.514
H -9.6420 2.7490 1.8294  0.293
H 8.9896 -8.7300 -0.0203  0.283
H 7.4953 4.7396 -3.6614  0.270
H 9.6862 -1.4247 7.3006  0.291
C -0.8226 -10.1711 -1.9587  -0.505
C -11.2204 3.5373 0.4789  -0.486
H 0.0445 -8.1539 -2.3215  0.287
O -1.4528 -8.1927 -0.9845  -0.416
H 8.8194 4.3984 -1.5738  0.301
O -7.0206 -2.9619 6.9927  -0.409
C -3.2750 9.8416 0.4655  -0.487
C -1.0634 -0.9445 0.0032  -0.429
C 0.8169 -9.6922 5.9215  -0.387
H -2.8263 0.0388 -7.7316  0.257
H 10.6202 -7.0140 0.0506  0.327
H 3.3289 7.2513 3.3086  0.280
H -9.9894 -3.9187 6.7431  0.269
C -11.4088 -5.7600 -4.1209  -0.402
H 8.5776 1.1212 -3.6487  0.261
H 1.0884 1.9418 8.4446  0.287
H 10.0407 3.7156 -3.4129  0.288
H -1.7814 0.8741 -10.6029  0.232
C -2.8448 10.8675 2.3955  -0.450
H -1.8647 -1.5390 -0.4356  0.282
C -9.8128 -4.2486 -3.1890  -0.466
H -12.1273 3.0073 0.1878  0.288
H -0.7946 -0.1599 7.0561  0.253
C -2.8367 8.7016 1.4024  -0.402
H 4.6527 -2.0053 -8.8411  0.323
C 8.6769 2.1533 -3.9851  -0.387
C -3.0750 1.0688 -7.9872  -0.403
C 1.0114 8.8794 -5.5047  -0.425
H -8.1920 3.9338 0.3214  0.294
H 4.9928 -3.8084 -7.5103  0.263
H 6.1608 7.3966 4.4187  0.183
O -3.4200 1.0693 -9.4165  -0.416
H 1.4180 9.9761 -3.5725  0.287
H -8.2555 -5.4525 6.2860  0.253
H -3.2502 11.4424 3.2281  0.304
H 9.3832 -0.8057 4.5519  0.276
O 4.1676 -5.1792 -8.7691  -0.391
C -0.2566 -8.8245 -1.5167  -0.404
C 0.1122 0.9091 -0.7973  -0.348
H -9.6130 -5.7855 -1.7215  0.218
C 0.5083 11.1996 -5.9388  -0.409
H 0.5587 -8.9350 -0.8018  0.293
H -10.6612 -4.3067 -5.2468  0.271
H -0.1099 -10.0561 5.4778  0.237
C 8.3618 3.5466 -2.0769  -0.516
H -0.4490 -7.9618 6.0388  0.250
O -11.2743 -6.0947 -2.7658  -0.425
H 8.2506 1.2198 6.5565  0.262
H -4.0282 9.5656 -0.2725  0.309
H -11.4354 4.4956 -1.3885  0.275
C 0.6252 -8.1259 5.9527  -0.514
C -2.6433 9.3832 2.7450  -0.472
H 2.2265 -7.7100 7.3619  0.271
H 4.3619 9.2374 5.8000  0.225
H 1.6260 8.5836 -6.3550  0.235
H -1.2747 3.5659 7.8630  0.285
H 0.5680 0.3365 9.0646  0.304
H 0.1052 -1.8394 -1.5562  0.254
H 7.4731 -2.3952 5.1688  0.260
H -1.1281 -10.7694 -1.1003  0.291
C -1.0044 1.7981 8.9447  -0.550
C -0.1100 9.7569 -5.9694  -0.554
H 6.4717 -0.9570 5.3539  0.237
H -9.5734 -2.8612 5.3228  0.292
H -1.8704 -9.4081 -3.6608  0.261
C 9.5839 -6.6779 0.0852  -0.533
H 0.6513 -2.3555 0.0309  0.355
C 1.7503 9.8852 -4.6066  -0.459
H -10.2466 -3.2494 -3.1507  0.264
C -0.1836 0.7427 7.0438  -0.401
H 0.7447 11.5219 -6.9529  0.257
H 9.5981 -6.0048 0.9424  0.264
C -10.6769 4.4299 -0.6084  -0.400
C 7.4657 -1.3674 5.5317  -0.401
H -11.3948 -6.6772 -4.7098  0.261
H -3.8402 1.4927 -7.3369  0.285
H -3.3250 8.9417 3.4719  0.297
H -1.9299 11.3453 2.0449  0.285
H 1.6405 -0.2740 0.4521  0.269
C 8.6452 -7.7975 0.4269  -0.444
H -3.6575 8.0147 1.6089  0.165
H -0.5484 9.6175 -6.9575  0.317
C 4.4614 -4.8342 -10.1498  -0.443
H 3.1938 -4.0202 -7.3801  0.315
C 0.8080 -9.0989 8.2528  -0.369
H 8.0031 2.8929 -1.2818  0.268
H -11.4468 4.0858 1.3932  0.234
H 4.9102 6.7076 2.6582  0.252
H -0.9094 1.4550 -7.4692  0.366

Atomic forces in eV per Å
-0.0815 -0.9425 0.4137
0.2006 -2.2243 -1.6881
0.5046 -0.0377 0.2265
0.1823 -0.2646 -0.4167
1.0680 0.9901 1.5288
0.0357 -1.1264 1.0356
-0.2023 0.4424 -0.4694
-1.0782 0.2550 -0.8209
0.3960 -0.7737 -0.3024
-0.8136 0.6352 -0.4945
1.4291 1.4577 -1.7600
0.7895 -0.1733 -1.9573
0.5922 0.0896 0.2316
0.6177 -0.4786 1.0681
0.2417 0.4725 0.0896
-0.0717 0.4751 -0.1805
-0.3129 0.0150 -0.1586
1.4063 -0.6973 1.2229
-0.2650 0.1054 0.0867
-0.0801 0.5633 -0.8000
-0.0006 0.4304 0.2448
0.1000 -0.4070 1.4893
-0.1560 -0.5070 0.1754
0.2363 0.6571 1.3847
0.3518 -0.3018 0.2362
0.1585 0.1922 -0.1272
0.2417 -0.0724 -0.0082
0.0074 0.1542 0.4116
0.1667 0.2724 -0.0812
-0.0076 0.2541 0.6093
-0.4740 -0.7317 0.4734
0.0234 0.2621 -0.3123
-0.6133 0.2580 0.0172
0.3701 1.5017 0.2200
0.3349 0.1213 0.3181
0.1718 -0.3954 0.1160
-0.4626 -0.2694 0.4605
0.0750 0.2964 -0.1547
0.0197 -0.7843 -1.3845
1.0101 0.7700 0.1790
0.5051 0.1829 -0.0887
-0.6899 0.6357 -0.1754
-0.7328 0.2117 -0.5697
0.5424 0.0395 -0.3015
0.3824 1.1816 -3.4494
0.3661 0.6933 0.3488
-0.3337 -0.1697 -0.4887
0.3745 0.3937 -0.1013
-0.3930 -0.5161 -0.0695
0.3896 0.0312 0.2840
-0.1294 0.1432 0.3940
-0.3195 -0.3336 0.1323
0.5358 -0.1547 0.0553
-0.0508 0.0158 -0.2078
1.5581 -0.1839 0.4585
-0.3443 -0.0590 -0.1349
0.4367 -0.7594 -0.1498
-0.8158 -1.0492 1.5282
-0.3495 0.5208 0.3325
-0.1666 0.9444 -0.0869
-0.3868 0.8817 -0.0690
0.0742 -0.0081 0.1119
-0.2266 0.2677 0.0852
-0.8680 -0.2894 -0.1378
-1.4173 0.9138 0.5618
0.2828 -0.5579 0.6907
0.0746 0.4871 -0.0118
-0.0595 0.1794 0.0088
1.2923 0.3353 -0.1761
0.9714 -1.0181 -0.1540
-1.0902 0.4291 -0.6925
-0.2045 -0.2826 0.2477
0.2513 -0.5631 0.8629
0.2476 0.4803 0.9086
1.5325 0.8121 0.5763
-0.6843 -0.6797 0.4195
0.8316 0.5659 2.4295
0.2127 -0.0100 0.0365
0.3538 -0.1739 0.5288
0.1365 -0.2898 0.3705
-0.0737 -2.8220 -2.9733
-0.4321 -0.1098 0.3655
-0.0627 0.6532 -1.1385
-1.1469 0.9096 -0.9638
0.1959 -0.0343 0.2857
-0.1335 -0.0940 0.1584
-0.8163 -0.1306 -1.1615
-0.0878 -0.0730 -0.6435
0.5154 0.2700 -0.2256
0.1220 -0.2020 -0.5329
-0.1428 0.2482 0.0300
-0.0720 -0.2467 -0.5134
-0.0189 -0.0344 0.3221
0.8071 1.1436 -1.6055
0.7277 -2.2532 -0.7415
-0.3813 -0.0929 0.4499
0.3189 -1.3694 -1.0419
-0.2085 -0.1176 -0.0675
0.0091 -0.5013 -0.0812
-0.1693 1.2218 0.1635
0.1569 0.3118 0.4751
-0.4053 -1.1501 -0.4962
-0.6730 -0.4544 0.3341
-0.5081 -0.2617 -0.1958
-0.5385 0.6234 0.4242
0.3274 0.1799 -0.3260
-0.2031 0.5695 -1.1136
0.5932 -0.0004 1.1802
0.4906 -0.4506 -0.4561
0.6013 -0.2629 0.7729
-0.4828 0.3343 -0.0116
0.3648 -0.2236 0.4158
-0.3684 -0.9224 -0.8833
0.6077 -0.4967 0.2488
-1.6844 1.3642 -0.5954
-0.3710 -0.0497 0.2729
0.1277 -0.2563 -0.0525
-0.1207 -0.5894 0.4347
-0.3052 0.3833 -0.2253
-1.5780 -1.6458 0.6345
-0.3559 -0.1356 -0.1232
0.1061 -0.1936 -0.3534
-0.0012 0.0304 0.0585
0.2678 -0.2625 -0.1306
-1.6607 -0.5569 0.0344
-0.4099 0.3864 0.2881
-0.6058 0.0672 0.1234
0.2824 -0.2243 -0.0452
-0.4107 0.0630 0.3452
-0.6618 -0.6524 -0.1717
-0.3061 0.0541 0.1481
0.0175 0.2101 0.7783
1.5957 -0.1267 -1.3375
0.0147 0.2821 0.6654
0.0395 -0.3886 1.3026
-0.0577 -0.2127 0.5571
0.0901 -0.1505 -0.1098
-1.2796 -0.1920 1.8452
-0.8590 0.1813 -0.0528
-0.2711 0.1888 0.4512
-0.1575 0.1111 -0.2530
-0.1160 -0.1277 -0.0341
-0.1281 0.0630 -1.5180
-2.0377 0.0574 0.1625
0.9470 -1.2954 0.2629
0.0088 0.2807 0.6859
-0.0303 -0.3933 -0.9166
-0.3673 0.3243 0.3341
0.6893 0.5959 -0.0779
0.4757 -0.4441 -0.9241
0.1312 0.9187 0.4106
-0.0502 0.2398 -0.6745
-0.2309 0.0418 1.0186
-0.2306 -0.1821 -0.1950
-0.1926 -0.2755 0.1759
0.3147 0.3793 -0.2915
0.2473 -1.6529 1.9593
1.3875 0.5824 -0.0635
0.2516 -0.2202 -0.1209
-0.0494 0.2396 0.0912
0.2522 0.0612 0.1633
-0.1434 0.2323 -0.5488
0.2755 0.1180 0.0843
0.0612 -0.0472 -0.1201
0.4091 0.0509 -0.2391
0.8551 -0.2980 -0.0092
-0.0482 -0.2715 1.0644
-1.4493 1.6252 -0.2907
-0.1672 -0.1315 -0.0692
-0.3400 -0.3178 0.0085
-0.1230 -0.0119 -0.1109
2.0867 -1.1391 2.1218
-0.0123 0.1969 0.1421
1.7446 -1.1902 -0.3870
0.2474 0.0891 0.0395
0.4132 1.6602 0.6396
-0.5117 0.3530 -0.0950
-0.4196 0.6913 -0.4165
-0.2798 0.4374 -0.6384
0.1694 0.6505 0.8868
-0.3630 -0.1826 0.0708
-0.4049 -0.2957 -0.5154
-0.0061 0.5931 0.1255
0.0988 -0.0874 -0.1399
-0.3896 0.9151 0.3890
-0.0301 0.5839 0.5730
-0.1511 -0.1357 -0.7543
0.3662 -0.5012 -0.1275
-0.5593 1.0319 0.7752
0.2625 -0.3780 0.2791
-0.8689 0.9555 -2.3901
0.0151 -0.3153 -0.2125
-0.2928 0.2455 -0.1796
-0.2079 0.2579 -0.3624
-0.0689 -0.1552 -0.4149